[1]
{"formula": "C6H11NO8S2", "method": "ωB97M-V/def2-TZVPD", "smiles": "O=S1(=O)OCCO1.O=S1(=O)OCCO1.CC#N", "total_energy_ev": -45937.19755, "multiplicity": 1, "species": ["O", "S", "O", "O", "C", "C", "O", "H", "H", "H", "H", "O", "S", "O", "O", "C", "C", "O", "H", "H", "H", "H", "C", "C", "N", "H", "H", "H"], "coordinates": [[-1.82786, -0.94809, 5.60338], [-1.80541, 0.48727, 5.95562], [-2.83848, 1.13920, 6.75349], [-0.30520, 0.70950, 6.54370], [0.69474, 0.73515, 5.49616], [-0.01842, 1.09816, 4.22486], [-1.34087, 1.37092, 4.58030], [1.48774, 1.41494, 5.80784], [1.07885, -0.28492, 5.50087], [0.00209, 0.39290, 3.39401], [0.43577, 2.03481, 3.90156], [0.94072, 0.35906, -6.41079], [0.55033, -0.63585, -5.44827], [1.58840, -1.64536, -5.12446], [-0.23341, -0.08452, -4.13430], [-1.07906, -1.12275, -3.58978], [-1.70882, -1.74403, -4.86998], [-0.86518, -1.36115, -5.93625], [-0.64685, -1.91317, -2.97616], [-1.80768, -0.62340, -2.95114], [-2.69998, -1.36159, -5.11377], [-1.62672, -2.83089, -4.88042], [2.23844, 0.83011, -1.50104], [1.58442, 0.80467, -0.11703], [1.15306, 0.83556, 0.96471], [2.59019, -0.17239, -1.74471], [3.00954, 1.57877, -1.68273], [1.44975, 0.93703, -2.24578]], "forces_ev_per_a": [[-0.9, 3.1, 0.6], [2.2, -1.2, -1.2], [2.3, -1.2, -2.0], [-1.0, 0.6, 1.0], [0.0, -1.8, 1.3], [0.5, 0.7, -0.7], [-3.0, -0.3, 1.4], [-0.3, 0.1, 0.0], [0.3, 0.1, -0.3], [0.3, -0.2, 0.3], [-0.4, 0.1, -0.4], [-1.2, -0.6, 1.6], [0.4, -2.7, -0.6], [-2.9, 2.2, -0.1], [1.6, 0.0, 0.5], [-1.2, 0.0, -0.6], [0.5, -0.3, 0.2], [2.2, 1.0, -1.1], [1.0, 0.4, -0.2], [0.1, 0.2, -0.3], [0.0, -0.2, 0.2], [-0.7, 0.0, 0.5], [-1.4, -0.8, 0.7], [0.6, 0.6, 0.3], [0.7, -0.2, -2.0], [0.4, 0.0, 0.4], [-0.2, -0.1, 0.6], [-0.1, 0.5, 0.1]]}

[2]
{"formula": "C18H60N6O12", "method": "ωB97M-V/def2-TZVPD", "smiles": "NC(N)=O.NC(N)=O.NC(N)=O.CCO.CCO.CCO.CCO.CCO.CCO.CO.CO.CO", "total_energy_ev": -53143.37597, "multiplicity": 1, "species": ["N", "C", "N", "O", "H", "H", "H", "H", "N", "C", "N", "O", "H", "H", "H", "H", "N", "C", "N", "O", "H", "H", "H", "H", "C", "C", "O", "H", "H", "H", "H", "H", "H", "C", "C", "O", "H", "H", "H", "H", "H", "H", "C", "C", "O", "H", "H", "H", "H", "H", "H", "C", "C", "O", "H", "H", "H", "H", "H", "H", "C", "C", "O", "H", "H", "H", "H", "H", "H", "C", "C", "O", "H", "H", "H", "H", "H", "H", "C", "O", "H", "H", "H", "H", "C", "O", "H", "H", "H", "H", "C", "O", "H", "H", "H", "H"], "coordinates": [[2.66250, 1.94353, 0.21271], [3.46450, 1.18453, -0.51829], [4.41450, 1.91253, -1.05929], [3.27550, -0.21947, -0.55729], [1.98950, 1.41553, 0.68471], [2.75150, 2.96753, 0.16371], [5.01650, 1.40753, -1.80529], [4.46950, 2.95153, -0.99229], [-1.20850, 0.75453, -0.50529], [-0.00250, 0.30053, -0.31629], [0.56950, -0.17347, -1.39629], [0.55550, 0.36553, 0.96071], [-1.63550, 1.20153, 0.34771], [-1.76050, 0.65453, -1.34629], [1.46450, -0.54247, -1.11629], [0.18350, -0.60247, -2.22029], [-2.81450, 0.94753, 3.78271], [-1.99550, 1.11753, 2.82671], [-0.83250, 0.66353, 3.18271], [-2.48650, 1.72053, 1.63771], [-3.78450, 0.95853, 3.52271], [-2.57350, 0.57253, 4.71971], [-0.51350, 1.36553, 3.90171], [-0.21250, 0.83453, 2.33971], [-3.04450, -1.91047, -0.24129], [-2.86850, -1.95347, 1.30871], [-2.78450, -3.32547, 1.72771], [-3.31350, -1.07147, -0.73829], [-3.87650, -2.53447, -0.49029], [-2.10950, -2.30647, -0.70129], [-3.77450, -1.39447, 1.66271], [-2.03050, -1.48147, 1.78471], [-3.64350, -3.77047, 1.56771], [-0.93650, -3.27547, -3.36029], [-0.23650, -2.47747, -4.47229], [-0.23250, -1.04347, -4.05729], [-2.04350, -3.12547, -3.22229], [-0.37550, -3.23247, -2.49229], [-0.99250, -4.31847, -3.62629], [-0.86350, -2.44947, -5.39929], [0.79250, -2.92847, -4.65729], [0.16650, -0.58247, -4.77729], [0.46550, -3.42847, 0.34271], [0.53650, -4.32947, 1.60771], [-0.30750, -3.77147, 2.66871], [-0.59550, -3.50447, -0.11229], [1.07450, -3.93847, -0.38329], [0.85950, -2.36047, 0.30071], [1.51150, -4.26747, 2.13871], [0.27950, -5.36247, 1.41271], [-1.18650, -3.71847, 2.41471], [-0.65650, 3.92653, -0.35529], [-0.87550, 4.63553, 1.03171], [0.34950, 5.27153, 1.41671], [0.23950, 3.19353, -0.34329], [-0.48650, 4.78653, -0.98729], [-1.52750, 3.41253, -0.84129], [-1.34550, 3.98053, 1.76371], [-1.52550, 5.44853, 0.98571], [0.43150, 5.81253, 2.19871], [-4.39250, 1.60753, -2.20929], [-3.35150, 1.60653, -3.29429], [-2.45950, 0.47853, -3.11729], [-4.87850, 2.62053, -2.16329], [-3.91650, 1.44953, -1.27229], [-5.18050, 0.80053, -2.29729], [-2.86450, 2.60153, -3.43929], [-3.59750, 1.62153, -4.31129], [-1.84750, 0.51153, -3.78529], [2.13750, -0.82247, 3.24771], [2.86850, -1.98947, 3.77871], [2.20350, -2.45247, 4.93471], [1.09150, -1.13147, 2.97671], [2.70250, -0.77247, 2.31171], [2.18450, 0.03853, 3.88571], [3.87150, -1.80647, 4.11871], [2.86950, -2.72547, 2.97471], [2.78150, -2.05047, 5.62971], [2.71350, -2.68047, -2.33029], [3.97450, -2.24347, -2.66729], [2.61550, -2.42947, -1.28829], [2.51250, -3.75447, -2.36329], [2.04550, -2.02547, -2.95629], [4.08950, -2.57747, -3.52729], [1.52450, 2.34453, -3.21629], [0.05950, 2.11253, -3.04629], [2.05650, 1.43453, -3.40129], [1.78850, 2.80553, -2.25129], [1.75650, 2.97453, -4.01629], [-0.13050, 1.64953, -2.21629], [1.51350, 2.78053, 3.59371], [0.51550, 2.64253, 4.62371], [1.83150, 3.81553, 3.52871], [1.41350, 2.29053, 2.62871], [2.47350, 2.29153, 3.94471], [0.95350, 2.67653, 5.46671]], "forces_ev_per_a": [[0.8, 1.3, -0.5], [-1.9, -5.9, 1.3], [4.0, -0.6, -3.9], [1.6, 7.1, -0.3], [-2.1, -0.6, 1.2], [-0.5, -1.1, 0.4], [-1.4, 1.5, 1.9], [-0.2, -1.7, -0.1], [-1.7, 1.4, 1.9], [-0.1, 0.3, 4.4], [3.1, -1.5, 0.6], [-1.4, -0.2, -5.7], [-0.2, -0.3, -0.5], [0.4, -0.3, -0.3], [1.0, -0.1, -0.4], [-0.8, 0.3, -0.1], [-4.9, -0.3, 3.7], [-3.2, 2.9, -6.3], [5.0, 1.7, -1.4], [2.5, -3.0, 5.1], [-0.3, 0.5, 0.4], [0.0, 0.2, -1.6], [0.1, -1.3, -0.1], [-0.1, -0.9, 0.7], [2.5, -2.9, 1.7], [-1.9, 0.5, -1.1], [-1.4, 0.1, -0.1], [-0.4, 3.4, -0.8], [-0.4, -1.1, 0.0], [-0.8, 0.2, 0.1], [0.5, -0.8, 0.5], [0.7, 0.3, -0.4], [0.8, 0.4, 0.1], [-1.8, -0.2, -2.2], [-1.2, 0.6, 0.0], [0.2, -2.2, 0.3], [1.2, 0.9, 0.1], [0.8, 0.3, 2.0], [0.6, -0.6, -0.4], [0.7, -0.6, 0.5], [-1.2, 1.0, 0.2], [0.5, 0.8, -0.7], [-0.9, -0.5, -0.8], [-0.4, 2.9, 1.7], [3.5, -0.8, 0.4], [1.6, 0.4, 0.9], [0.4, -0.3, -0.6], [-0.8, -1.3, 1.0], [-0.3, -0.3, -0.9], [-0.1, -0.2, -0.3], [-2.7, 0.0, -1.1], [0.5, 0.0, 0.7], [0.3, -1.0, 0.1], [1.6, -1.1, -1.0], [-1.5, 1.3, 0.1], [0.7, -0.1, -0.7], [0.6, 0.4, 1.1], [0.7, -0.4, 0.3], [-1.8, 1.2, -0.9], [-1.0, -0.1, 0.3], [-1.6, 0.3, -0.9], [1.4, 0.5, 0.0], [-2.9, 0.8, 2.7], [0.3, -1.1, -0.1], [0.5, 0.0, 0.9], [0.8, 0.9, -0.2], [0.7, -0.4, 1.7], [-2.0, -1.0, -1.6], [2.6, -0.1, -2.4], [-0.1, -1.0, -1.8], [-0.8, -0.5, 0.5], [0.9, -0.2, 2.0], [1.0, 0.5, 0.5], [-0.5, 1.5, -0.4], [0.0, 0.5, 0.1], [0.9, 0.4, -0.6], [0.1, -0.5, 0.3], [-1.3, -0.9, -0.4], [-1.5, 1.4, 0.5], [1.5, -0.1, 0.6], [-0.4, 0.3, 0.4], [0.1, -0.1, -0.7], [-0.4, -1.1, 0.8], [0.9, -0.4, -1.8], [-2.4, -0.8, 2.9], [1.2, 0.5, -1.6], [0.3, -0.8, 0.3], [0.7, -0.2, -0.6], [-0.4, 1.3, -1.2], [0.7, 0.3, -0.3], [3.0, -0.3, 1.7], [-0.4, -0.1, -1.4], [-0.5, 0.3, -0.6], [-1.3, 0.2, 0.2], [-0.9, 0.2, -0.1], [0.3, 0.0, 0.4]]}

[3]
{"formula": "C9H5ClOS2", "method": "ωB97M-V/def2-TZVPD", "smiles": "O=c1ssc(Cl)c1-c1ccccc1", "total_energy_ev": -45652.54201, "multiplicity": 1, "species": ["O", "C", "S", "S", "C", "Cl", "C", "C", "C", "C", "C", "C", "C", "H", "H", "H", "H", "H"], "coordinates": [[0.78732, 2.09591, 2.17537], [1.12208, 1.86303, 1.06608], [2.06426, 3.25148, 0.50501], [3.59210, 1.94557, -0.08490], [2.50773, 0.56726, -0.30230], [3.00567, -0.61514, -1.51069], [1.31615, 0.72581, 0.28279], [0.07984, -0.04050, 0.02088], [0.07640, -1.44321, -0.10955], [-1.16531, -2.18855, -0.27484], [-2.33739, -1.51828, -0.29222], [-2.30329, -0.10152, -0.23416], [-1.14188, 0.66923, -0.00118], [0.96654, -2.03529, -0.24897], [-0.94223, -3.22042, -0.31863], [-3.26908, -2.10344, -0.33136], [-3.22040, 0.45763, -0.42551], [-1.13850, 1.69044, 0.08418]], "forces_ev_per_a": [[-3.0, -1.5, 2.0], [2.9, 3.3, 1.7], [1.5, 0.8, -1.5], [0.2, -0.1, -0.7], [0.5, 0.9, -0.6], [-0.4, 0.7, 1.2], [-1.4, -3.5, -2.4], [-0.1, -1.4, 0.6], [-2.1, 0.0, -0.9], [3.9, 1.9, 0.7], [-1.0, 0.7, 0.0], [-0.1, 0.8, 0.1], [-0.4, -4.7, -0.8], [0.3, 0.3, 0.5], [-0.8, -1.1, -0.2], [0.3, 0.7, -0.2], [0.0, -0.3, 0.4], [-0.4, 2.3, 0.1]]}

[4]
{"formula": "C18H38N5O13V", "method": "ωB97M-V/def2-TZVPD", "total_charge": -2, "total_energy_ev": -79023.92892, "multiplicity": 1, "species": ["O", "V", "O", "N", "O", "O", "O", "N", "O", "O", "O", "N", "O", "O", "O", "C", "C", "C", "C", "C", "C", "N", "O", "C", "C", "C", "H", "H", "H", "H", "H", "H", "H", "H", "H", "H", "H", "H", "H", "H", "H", "H", "H", "H", "H", "C", "C", "C", "C", "C", "C", "N", "O", "C", "C", "C", "H", "H", "H", "H", "H", "H", "H", "H", "H", "H", "H", "H", "H", "H", "H", "H", "H", "H", "H"], "coordinates": [[26.01967, 26.28412, -28.56185], [24.81151, 25.44512, -27.83379], [25.41771, 24.88246, -26.48175], [24.75005, 22.86806, -29.81879], [25.59273, 23.25204, -30.64876], [24.86606, 23.25659, -28.60086], [23.75497, 22.23431, -30.16691], [18.45723, 25.86762, -30.18448], [18.74408, 26.87899, -29.51097], [17.25468, 25.55125, -30.40970], [19.38959, 25.12631, -30.56732], [21.43458, 24.67512, -27.81611], [20.85378, 23.74823, -28.36916], [22.66063, 24.41610, -27.51316], [20.86442, 25.75435, -27.60401], [22.13377, 18.75248, -30.81910], [21.33782, 18.74240, -29.51769], [22.29700, 19.17010, -28.41689], [21.71532, 19.47443, -27.05950], [20.37975, 20.23129, -27.15798], [19.41892, 19.86891, -28.30664], [20.27206, 19.77260, -29.50570], [19.54123, 19.63493, -30.71147], [18.55334, 18.61718, -27.95189], [18.37979, 20.99639, -28.56949], [21.04272, 17.21057, -29.43399], [23.08722, 18.22267, -30.73296], [22.36482, 19.76867, -31.15530], [21.77285, 18.28254, -31.74006], [23.17992, 18.54684, -28.22132], [22.83448, 20.04040, -28.81125], [22.47885, 19.99497, -26.48381], [21.47572, 18.53231, -26.54796], [20.71584, 21.27181, -27.13333], [19.83673, 20.14854, -26.21001], [18.38711, 17.87362, -28.73045], [18.93854, 18.07549, -27.07918], [17.61840, 18.96987, -27.51148], [17.83254, 21.15687, -27.63181], [18.72378, 21.91641, -29.03539], [17.47766, 20.65184, -29.08874], [21.99043, 16.68036, -29.38080], [20.49549, 16.82585, -30.29631], [20.47133, 17.03098, -28.51820], [19.14114, 18.75277, -30.62014], [18.26011, 26.70950, -24.02794], [18.11389, 27.83560, -25.03336], [16.88573, 28.68459, -24.70403], [17.01353, 29.69153, -23.57066], [18.23117, 30.54331, -23.85801], [19.54915, 29.79946, -24.15144], [19.32777, 28.70533, -25.12717], [20.48279, 27.99537, -25.50128], [20.46328, 30.82908, -24.85428], [20.15848, 29.29735, -22.83121], [17.87182, 27.27676, -26.44012], [18.36443, 27.03547, -22.99153], [17.43645, 26.02084, -24.21300], [19.18209, 26.17183, -24.27078], [16.54064, 29.30393, -25.54117], [15.96536, 28.10454, -24.57657], [16.12153, 30.26026, -23.29876], [17.16899, 29.16532, -22.61665], [18.39777, 31.18715, -22.98814], [18.06236, 31.20828, -24.70888], [20.20451, 31.05921, -25.88468], [21.46430, 30.43083, -24.69691], [20.29553, 31.78216, -24.34186], [19.36298, 29.23426, -22.08481], [20.97031, 29.85909, -22.35695], [20.63810, 28.31277, -22.83837], [18.75632, 26.77106, -26.82985], [17.09103, 26.51284, -26.44905], [17.59407, 28.10970, -27.08065], [20.62287, 27.49884, -24.67823]], "forces_ev_per_a": [[-2.9, -1.1, 1.3], [1.8, -3.7, -0.1], [-0.7, 1.4, -1.4], [-0.7, 1.1, -2.4], [0.0, -0.4, 0.6], [0.2, 1.4, 1.3], [0.9, -0.2, 0.9], [0.7, -0.7, 0.5], [-0.6, 0.4, -0.3], [0.3, 0.3, 0.0], [-0.6, 0.3, -0.4], [-2.4, -0.4, -1.6], [-0.1, 0.0, 0.6], [2.4, 2.1, 0.5], [1.6, -0.5, 0.6], [1.0, 1.4, -1.5], [1.1, -1.1, -0.5], [1.6, 0.8, 0.1], [-1.4, -1.1, -0.3], [0.6, 1.1, 1.0], [-0.3, 0.5, -0.8], [0.7, -1.0, -0.5], [-0.5, -0.5, 0.6], [0.3, -0.1, 1.3], [-0.8, -0.4, 0.7], [-1.2, 0.6, 1.3], [0.1, 0.2, 0.7], [0.1, 0.1, 0.3], [-1.1, -0.1, 0.5], [-0.4, -0.8, -0.5], [-0.6, 0.5, 0.1], [-0.3, 0.2, 0.2], [0.4, -0.2, 0.1], [-0.7, 0.3, -0.9], [-0.1, -0.3, 0.0], [-0.2, 0.3, -0.2], [0.6, -0.2, -0.3], [-0.3, 0.0, -0.6], [0.8, 0.6, 0.4], [0.3, 0.0, 0.3], [0.6, -0.4, -0.9], [0.0, 0.1, 0.0], [-0.1, 0.1, 0.0], [0.1, -0.5, -0.1], [-0.2, 0.1, -0.4], [0.7, -0.3, -0.3], [0.1, 0.5, -0.4], [-1.6, 1.3, 0.0], [0.9, -1.1, 0.9], [-0.1, 0.4, 0.2], [0.2, -0.4, -1.0], [-1.9, 1.1, -0.5], [-0.6, 0.4, 1.5], [-0.1, -0.1, 1.2], [0.2, -0.4, 1.0], [0.4, -0.4, 0.2], [-0.4, 0.0, 0.1], [0.0, -0.1, 0.5], [-0.1, -0.2, 0.0], [0.7, -0.1, -0.5], [0.4, -0.7, 0.3], [-0.1, 0.2, -0.8], [0.3, -0.2, 0.0], [0.3, 0.1, -0.1], [-0.3, -0.1, -0.1], [0.1, -0.7, -0.2], [0.3, 0.6, -0.6], [0.6, 0.0, 0.3], [0.1, -0.1, 0.1], [-0.2, 0.7, -0.4], [-0.4, -0.2, -0.6], [0.0, 0.3, -0.1], [-0.2, 0.2, 0.1], [0.1, -0.2, -0.3], [0.8, -0.5, -0.5]]}

no.,frontier orbital gap (eV)
1,11.058
2,9.266
3,7.893
4,4.523